Record 1
{
  "formula": "C34H40N6O4Se2Y",
  "method": "ωB97M-V/def2-TZVPD",
  "e_lumo_ev": 1.740,
  "homo_lumo_gap_ha": 0.2222,
  "de_lowest_kj_mol": 70.04,
  "fmax_ev_per_a": 0.73,
  "charge": -1,
  "symbols": ["Y", "C", "N", "C", "C", "C", "C", "C", "C", "C", "N", "C", "C", "C", "C", "C", "C", "N", "C", "C", "H", "H", "H", "H", "H", "H", "H", "H", "H", "H", "H", "H", "H", "H", "H", "H", "H", "H", "H", "H", "O", "C", "C", "C", "C", "C", "C", "C", "O", "N", "N", "C", "C", "C", "C", "C", "C", "N", "H", "H", "H", "H", "H", "H", "H", "H", "H", "H", "O", "C", "C", "C", "O", "C", "Se", "C", "Se", "H", "H", "H", "H", "H", "H", "H", "H", "H", "H"],
  "positions_angstrom": [[0.1673, 0.3721, 0.1991], [-1.2937, 2.9580, 2.4804], [-1.7687, 1.8515, 1.6465], [-2.7673, 2.3945, 0.7079], [-2.3424, 0.8576, 2.5563], [-3.5771, 1.0787, 3.1503], [-4.0738, 0.2362, 4.1343], [-3.2796, -0.8226, 4.5512], [-2.0535, -1.0602, 3.9578], [-1.5639, -0.2622, 2.9073], [-0.3698, -0.4875, 2.2513], [0.1650, -1.7855, 2.1925], [-0.5911, -2.9652, 2.2186], [-0.0081, -4.2019, 2.0106], [1.3540, -4.3085, 1.7656], [2.1209, -3.1553, 1.7240], [1.5418, -1.9086, 1.9223], [2.3000, -0.6871, 1.8411], [2.5102, -0.1449, 3.1813], [3.5788, -0.7895, 1.1519], [-2.1458, 3.4619, 2.9582], [-0.6497, 2.5747, 3.2629], [-0.7543, 3.6817, 1.8668], [-3.5010, 3.0142, 1.2359], [-2.2507, 2.9967, -0.0391], [-3.2746, 1.5746, 0.2024], [-4.1629, 1.9279, 2.8315], [-5.0489, 0.4099, 4.5673], [-3.6178, -1.4823, 5.3411], [-1.4544, -1.8935, 4.2971], [-1.6643, -2.8988, 2.3288], [-0.6355, -5.0833, 1.9979], [1.8131, -5.2705, 1.5820], [3.1784, -3.2178, 1.5110], [3.0933, -0.8506, 3.7915], [3.0667, 0.7889, 3.1098], [1.5477, 0.0342, 3.6554], [4.3275, -1.3336, 1.7464], [3.4437, -1.2846, 0.1969], [3.9537, 0.2201, 0.9751], [1.3379, -3.2542, -2.5680], [2.1373, -2.6272, -3.4400], [2.5076, -3.3655, -4.5717], [3.3117, -2.8057, -5.5400], [3.7676, -1.4943, -5.4142], [3.4065, -0.7656, -4.3000], [2.6013, -1.3059, -3.2951], [2.2438, -0.4947, -2.1047], [1.5945, -1.0600, -1.1655], [2.6170, 0.7772, -2.1130], [2.1840, 1.3686, -0.9639], [2.5137, 2.5940, -0.8072], [2.2800, 3.2494, 0.4850], [2.7408, 4.5468, 0.6906], [2.6934, 5.0781, 1.9650], [2.2032, 4.2958, 2.9972], [1.7286, 3.0313, 2.6876], [1.7311, 2.5127, 1.4626], [1.1078, -2.6287, -1.8440], [2.1325, -4.3751, -4.6604], [3.5839, -3.3933, -6.4084], [4.3918, -1.0523, -6.1789], [3.7383, 0.2561, -4.1748], [3.0759, 3.1110, -1.5840], [3.1514, 5.1052, -0.1383], [3.0556, 6.0813, 2.1524], [2.1733, 4.6474, 4.0181], [1.3258, 2.3951, 3.4632], [-4.2452, -0.1824, -0.6077], [-4.2593, -0.6337, -1.9480], [-3.0232, -0.2754, -2.7876], [-3.4981, -0.4256, -4.2440], [-2.4531, -0.3344, -5.2020], [-1.8842, -1.2780, -2.5769], [-1.4965, -1.7818, -0.7184], [-2.6535, 1.2225, -2.5921], [-0.8406, 1.7550, -2.0652], [-3.5026, -0.6614, -0.1867], [-5.1437, -0.1736, -2.4023], [-4.3955, -1.7225, -1.9917], [-4.2585, 0.3389, -4.4534], [-3.9561, -1.4082, -4.3927], [-1.7935, 0.2849, -4.8620], [-0.9588, -0.9059, -3.0165], [-2.1404, -2.2062, -3.0934], [-3.3851, 1.6848, -1.9288], [-2.7621, 1.7362, -3.5497]],
  "atomic_forces_ev_per_a": [[0.58, -0.45, -0.07], [-0.06, 0.09, -0.12], [-0.20, -0.40, -0.04], [0.07, -0.11, -0.03], [-0.06, 0.20, 0.03], [0.11, -0.05, -0.01], [0.07, -0.02, -0.04], [0.02, 0.02, -0.01], [-0.02, -0.01, 0.06], [0.11, -0.13, -0.13], [-0.16, -0.24, 0.36], [-0.18, 0.20, 0.06], [0.02, -0.08, -0.02], [0.06, 0.04, -0.02], [-0.04, 0.02, 0.02], [-0.05, 0.09, -0.03], [0.13, -0.01, -0.02], [-0.11, 0.02, -0.15], [0.06, 0.00, 0.02], [0.02, 0.02, 0.08], [0.04, 0.03, 0.00], [0.00, -0.01, 0.04], [0.00, 0.00, 0.02], [-0.06, 0.04, -0.04], [-0.05, 0.03, 0.06], [-0.01, 0.10, 0.04], [-0.07, 0.05, 0.01], [-0.03, 0.01, 0.01], [-0.02, 0.00, 0.02], [0.00, 0.01, 0.02], [0.02, 0.00, 0.00], [-0.01, -0.03, 0.00], [-0.01, -0.02, 0.00], [0.03, -0.05, -0.02], [-0.03, 0.03, 0.01], [0.00, 0.01, 0.01], [-0.02, 0.00, 0.03], [0.01, -0.01, -0.01], [0.02, -0.02, -0.04], [0.00, 0.00, 0.00], [-0.03, 0.11, 0.10], [-0.01, -0.08, -0.08], [0.06, 0.15, 0.01], [0.01, -0.02, -0.03], [-0.01, -0.02, 0.03], [0.05, 0.07, -0.02], [0.02, -0.10, 0.10], [-0.18, -0.25, -0.29], [-0.28, 0.31, 0.07], [-0.08, 0.10, 0.40], [0.14, 0.31, -0.28], [0.05, 0.02, 0.08], [0.07, -0.23, -0.37], [0.01, 0.04, 0.13], [0.04, 0.09, -0.05], [-0.03, -0.08, 0.02], [0.00, -0.06, -0.04], [-0.07, 0.12, -0.02], [0.02, -0.01, 0.03], [-0.02, -0.04, 0.01], [0.00, 0.00, -0.02], [0.01, 0.01, -0.01], [0.00, -0.01, 0.00], [-0.03, 0.03, 0.07], [0.01, 0.01, -0.04], [-0.01, 0.00, 0.01], [0.01, 0.02, 0.02], [0.03, 0.00, 0.03], [0.01, -0.15, -0.08], [-0.16, 0.02, 0.05], [0.00, 0.09, -0.25], [0.11, -0.04, -0.09], [0.07, 0.11, 0.04], [0.05, -0.01, -0.01], [-0.14, 0.11, 0.27], [-0.18, 0.05, -0.06], [0.34, 0.09, -0.06], [0.01, 0.00, 0.01], [0.01, 0.01, -0.02], [0.00, 0.00, 0.05], [-0.04, -0.01, 0.03], [-0.02, 0.00, 0.03], [-0.01, -0.04, -0.04], [-0.05, -0.01, 0.00], [0.00, 0.02, 0.05], [0.13, -0.04, 0.09], [-0.08, -0.01, 0.02]],
  "mulliken_charge": [-0.01, -1.52, 1.41, -1.23, 0.28, -0.39, -1.07, -0.78, -0.81, -0.66, 0.91, 0.31, -0.27, -0.81, -1.00, -0.19, -0.06, 1.72, -1.56, -1.53, 0.48, 0.35, 0.37, 0.42, 0.31, 0.35, 0.32, 0.41, 0.38, 0.55, 0.55, 0.38, 0.38, 0.40, 0.33, 0.53, 0.20, 0.40, 0.37, 0.17, -0.76, 0.45, -0.77, -0.26, -0.83, -0.42, -0.04, 0.75, 0.40, -1.42, 1.53, -1.23, 1.06, -1.09, -0.43, -1.43, -0.66, 0.85, -0.05, 0.47, 0.37, 0.40, 0.46, 0.26, 0.49, 0.41, 0.45, 0.89, -0.47, -1.63, 2.12, -1.21, -0.57, -0.91, -0.62, -1.63, -0.36, 0.08, 0.47, 0.28, 0.43, 0.46, 0.36, 0.23, 0.69, 0.45, 0.58]
}

=====

Record 2
{
  "formula": "C28H56Br10NiO10S4",
  "method": "ωB97M-V/def2-TZVPD",
  "e_lumo_ev": [-0.097, -0.298],
  "multiplicity": 3,
  "homo_lumo_gap_ha": [0.2933, 0.2820],
  "fmax_ev_per_a": 2.74,
  "symbols": ["Ni", "O", "C", "C", "O", "H", "H", "H", "H", "C", "C", "C", "S", "O", "O", "C", "H", "H", "H", "H", "H", "H", "H", "H", "C", "C", "C", "S", "O", "O", "C", "H", "H", "H", "H", "H", "H", "H", "H", "C", "C", "C", "S", "O", "O", "C", "H", "H", "H", "H", "H", "H", "H", "H", "C", "C", "C", "S", "O", "O", "C", "H", "H", "H", "H", "H", "H", "H", "H", "Br", "C", "C", "Br", "H", "H", "H", "H", "Br", "C", "C", "Br", "H", "H", "H", "H", "Br", "C", "C", "Br", "H", "H", "H", "H", "Br", "C", "C", "Br", "H", "H", "H", "H", "Br", "C", "C", "Br", "H", "H", "H", "H"],
  "positions_angstrom": [[-0.5788, 1.8285, 1.2074], [0.3956, 0.2303, 1.8468], [0.5972, -0.6619, 0.8128], [0.0140, -0.2163, -0.5865], [-0.5284, 1.0617, -0.7026], [0.1786, -1.6671, 1.0172], [1.6750, -0.8741, 0.6668], [-0.7516, -0.9846, -0.8409], [0.8035, -0.3245, -1.3625], [-2.0160, 4.1911, -3.2609], [-3.1271, 3.1609, -3.0010], [-3.5734, 3.2541, -1.5506], [-2.2621, 4.1817, -0.6823], [-1.7137, 3.4110, 0.4076], [-2.6785, 5.5398, -0.4605], [-1.0915, 4.1486, -2.0597], [-2.4552, 5.1713, -3.4699], [-1.4922, 3.9583, -4.1895], [-2.7372, 2.1555, -3.1586], [-3.9822, 3.3148, -3.6565], [-3.5012, 2.2695, -1.0837], [-4.5356, 3.6954, -1.3113], [-0.5944, 3.1780, -2.0946], [-0.3738, 4.9561, -1.9627], [1.1574, -1.3396, -4.8564], [-0.3379, -0.9776, -4.6781], [-0.5022, 0.3833, -5.3532], [1.0390, 1.3112, -5.1185], [0.9907, 2.2868, -4.0617], [1.4730, 1.7167, -6.4340], [1.9639, -0.1092, -4.5108], [1.2571, -1.5808, -5.9199], [1.4829, -2.1918, -4.2721], [-0.5417, -0.8456, -3.6161], [-0.9636, -1.7039, -5.1814], [-1.2951, 1.0476, -5.0058], [-0.6291, 0.2838, -6.4287], [1.9356, -0.0278, -3.4171], [3.0119, -0.0611, -4.7955], [-4.1425, 0.2657, 4.4301], [-3.3046, -1.0321, 4.5070], [-2.3293, -0.9894, 3.3394], [-3.3019, -0.2857, 1.9662], [-3.8445, -1.3711, 1.1826], [-2.5637, 0.7915, 1.3363], [-4.6162, 0.3822, 3.0141], [-3.4795, 1.0791, 4.7471], [-4.9601, 0.2533, 5.1490], [-4.0223, -1.8481, 4.3758], [-2.7738, -1.1315, 5.4488], [-1.8687, -1.9152, 3.0153], [-1.5517, -0.2455, 3.5266], [-5.4862, -0.2460, 2.7937], [-4.9515, 1.3397, 2.6100], [3.5469, 1.1556, -0.9139], [4.4850, 1.6350, 0.1897], [3.6176, 2.3038, 1.2340], [2.3617, 3.2015, 0.3034], [2.7808, 4.5783, 0.1971], [1.0415, 2.9709, 0.8770], [2.5853, 2.2840, -1.2597], [2.9120, 0.3283, -0.5728], [4.0663, 0.7237, -1.7669], [5.2992, 2.2522, -0.1928], [4.9795, 0.7869, 0.6536], [4.0678, 3.0630, 1.8695], [3.0795, 1.5497, 1.8104], [2.8689, 3.0600, -1.9726], [1.5563, 2.0121, -1.5273], [-1.0796, -4.2618, 5.0866], [0.7403, -3.6056, 5.1939], [1.3513, -3.3452, 3.8322], [1.5706, -5.0673, 2.8905], [1.3862, -4.2870, 5.7407], [0.7189, -2.6590, 5.7281], [2.3051, -2.8269, 3.9199], [0.7218, -2.7027, 3.2171], [4.0207, 3.0122, 4.9413], [2.1660, 2.4224, 4.8889], [1.8663, 1.0125, 4.5074], [2.4139, -0.2312, 5.9317], [1.7063, 3.0510, 4.1148], [1.6687, 2.7874, 5.7832], [2.3504, 0.6949, 3.5906], [0.8012, 0.9132, 4.3076], [5.0384, -0.9455, 2.8497], [4.9051, -2.6982, 1.9868], [4.3248, -2.6062, 0.6052], [5.5127, -1.7103, -0.6649], [4.2785, -3.3777, 2.5607], [5.9351, -3.0327, 2.0068], [3.4117, -2.0183, 0.6719], [4.0817, -3.5712, 0.1764], [-3.7978, -2.9909, -3.0747], [-3.3422, -1.2660, -2.2406], [-4.5999, -0.4844, -2.1114], [-5.2858, 0.1808, -3.8313], [-2.6030, -0.7598, -2.8491], [-2.8740, -1.4362, -1.2739], [-4.4132, 0.4276, -1.5411], [-5.4009, -0.9662, -1.5624], [0.5171, -6.7956, -1.9903], [-0.6764, -5.2365, -1.9715], [-0.1080, -4.1001, -1.1134], [1.7146, -3.6153, -1.6122], [-1.6331, -5.5979, -1.6249], [-0.6939, -4.8878, -2.9980], [-0.1063, -4.3662, -0.0610], [-0.6581, -3.1744, -1.2573]],
  "atomic_forces_ev_per_a": [[0.09, -1.56, -2.25], [-0.52, 0.80, 0.37], [0.17, 0.04, -0.68], [-0.25, -0.16, -0.57], [0.24, 0.20, 1.50], [-0.18, 0.06, 0.20], [0.03, 0.20, 0.11], [0.06, 0.13, -0.07], [0.01, -0.23, 0.21], [-0.30, 0.35, -0.85], [-0.14, 0.26, -0.20], [0.76, -0.54, 1.15], [0.62, 0.02, -1.76], [-0.26, 0.01, 1.21], [-0.13, -0.13, 0.34], [-0.51, -0.27, -0.16], [0.04, 0.08, 0.48], [0.21, -0.23, 0.18], [0.01, 0.00, -0.12], [0.09, -0.08, -0.13], [-0.18, 0.07, 0.11], [0.01, 0.26, -0.22], [0.11, -0.08, 0.51], [-0.06, 0.14, 0.09], [-0.39, 0.03, -1.16], [0.83, 0.80, 0.25], [-0.16, 0.62, -0.06], [0.29, -0.96, -0.61], [-0.42, 0.28, 0.16], [0.17, 0.04, 0.21], [-0.02, 0.16, 1.02], [0.34, -0.12, 0.05], [-0.12, -0.14, 0.11], [-0.28, -0.39, 0.11], [-0.28, -0.20, 0.36], [-0.13, -0.30, 0.27], [0.20, 0.02, -0.09], [0.02, 0.28, -0.06], [-0.10, -0.07, -0.42], [0.91, 0.06, 0.95], [-0.74, -0.13, -0.45], [-0.14, 0.98, -0.27], [0.31, -0.80, 1.38], [0.12, 0.42, -0.44], [-0.22, 0.19, -0.14], [-0.92, 0.05, -1.28], [-0.20, 0.21, -0.34], [-0.10, -0.07, -0.12], [0.34, -0.27, 0.19], [-0.08, -0.10, 0.08], [-0.13, -0.16, -0.01], [0.16, -0.14, -0.10], [0.26, -0.36, 0.31], [0.59, 0.29, 0.34], [-0.63, -0.29, -0.27], [0.44, -0.42, 0.13], [-0.64, 0.36, -0.08], [1.02, -0.30, -0.09], [-0.29, -0.19, -0.24], [0.14, 0.47, 0.27], [-1.13, 1.03, 0.22], [0.23, 0.06, 0.33], [0.13, 0.41, -0.16], [-0.28, 0.35, -0.06], [0.02, -0.09, -0.02], [0.18, -0.21, 0.09], [0.03, 0.04, 0.08], [0.52, -0.23, -0.01], [0.21, -0.44, 0.02], [0.17, -0.01, 0.10], [0.67, 0.56, -0.28], [-0.55, -0.17, -0.15], [0.19, 0.65, -0.01], [-0.39, -0.27, 0.14], [-0.18, 0.00, 0.08], [0.19, -0.35, 0.11], [-0.08, -0.20, -0.10], [-0.19, -0.43, 0.11], [-0.72, 1.30, -0.73], [0.37, -0.27, 0.27], [-0.24, 0.13, -0.33], [0.28, -0.12, -0.15], [0.30, -0.46, 0.39], [0.20, -0.07, 0.11], [-0.02, -0.19, 0.31], [-0.34, -0.28, 0.10], [0.50, -0.03, -0.17], [-0.12, 0.55, 0.08], [-0.12, -0.29, 0.13], [-0.01, 0.23, 0.31], [-0.01, -0.30, -0.12], [-0.03, 0.02, -0.33], [0.15, -0.16, 0.09], [0.52, 0.18, 0.20], [-0.06, -0.43, -0.21], [-0.29, 1.29, 0.45], [0.08, -0.30, 0.36], [-0.05, -0.05, -0.31], [-0.31, -0.26, 0.12], [0.24, -0.01, -0.12], [-0.05, -0.44, -0.35], [-0.32, 0.11, 0.11], [1.24, 0.56, -0.11], [-0.23, -0.52, 0.01], [-0.16, 0.03, 0.03], [-0.19, 0.16, 0.06], [-0.35, -0.21, -0.13], [0.20, 0.05, 0.07], [-0.25, -0.09, -0.03]],
  "mulliken_charge": [1.31, -0.59, 2.22, 2.02, 0.38, 0.00, -2.20, -1.55, -1.10, -1.10, 0.21, 0.08, 0.70, -0.61, -0.70, 0.33, 0.35, 0.39, -0.49, 0.53, -0.57, 0.41, -0.60, 0.62, -0.85, 0.76, -0.63, 0.98, -0.45, -0.76, 0.16, 0.40, 0.25, -0.89, 0.54, 0.16, 0.39, -0.54, 0.57, -0.67, -0.65, 0.02, 1.06, -0.76, -0.38, -0.94, 0.25, 0.40, 0.32, 0.39, 0.44, -0.42, 0.43, 0.43, -0.11, -0.90, 0.34, 0.66, -0.70, -0.43, 0.31, -0.23, 0.65, 0.37, 0.14, 0.50, -0.66, 0.49, -0.63, -0.17, -0.48, 0.16, -0.17, 0.47, 0.23, 0.14, -0.19, -0.16, -0.57, 0.85, -0.19, 0.23, 0.48, -0.35, -0.27, -0.12, -0.51, 0.68, -0.14, 0.24, 0.46, -1.01, 0.49, -0.18, 0.68, -0.27, -0.17, -0.27, -0.16, -0.18, 0.55, -0.20, -0.70, 0.76, -0.08, 0.48, 0.35, 0.33, -0.88]
}

=====

Record 3
{
  "formula": "C4H7N3S",
  "method": "ωB97M-V/def2-TZVPD",
  "e_lumo_ev": [0.624, -2.914],
  "multiplicity": 3,
  "homo_lumo_gap_ha": [0.2337, 0.2401],
  "de_lowest_kj_mol": 91.22,
  "fmax_ev_per_a": 4.47,
  "symbols": ["C", "C", "C", "C", "N", "N", "N", "S", "H", "H", "H", "H", "H", "H", "H"],
  "positions_angstrom": [[-1.4623, 1.4232, 0.0304], [-1.3980, -0.9142, 0.0302], [1.6653, 0.5077, 0.7326], [0.7533, 0.6411, -0.4335], [-2.1827, 2.3048, 0.0269], [-0.5706, -1.9586, -0.3551], [-0.6591, 0.4321, -0.0167], [-3.0197, -1.0257, 0.4018], [1.4796, -0.3116, 1.4124], [2.6799, 0.4670, 0.5221], [1.5418, 1.4463, 1.2566], [0.9020, 1.5441, -1.1306], [0.9732, -0.1164, -1.1274], [0.3368, -1.6404, -0.8553], [-1.0395, -2.7994, -0.4944]],
  "atomic_forces_ev_per_a": [[-0.11, 0.91, -0.18], [3.86, 2.22, -0.46], [-0.90, 1.50, 1.19], [-0.79, -0.05, -1.01], [-1.64, 1.97, 0.19], [2.42, 2.24, -0.14], [0.21, -3.23, -0.17], [-1.40, 0.03, 0.20], [-0.59, -0.25, -0.08], [1.97, -0.11, -1.00], [0.04, 0.09, 0.80], [-0.58, -0.81, 1.69], [0.28, -1.23, -1.14], [-2.67, -1.60, 0.88], [-0.10, -1.67, -0.77]],
  "mulliken_charge": [0.35, 0.34, -1.09, -0.65, -0.52, -0.40, 0.01, -0.12, 0.31, 0.42, 0.32, 0.35, 0.34, 0.16, 0.18]
}

=====

Record 4
{
  "formula": "C2H5NO",
  "method": "ωB97M-V/def2-TZVPD",
  "e_lumo_ev": 0.911,
  "homo_lumo_gap_ha": 0.3277,
  "smiles": "N/C=C\\O",
  "de_lowest_kj_mol": 301.90,
  "fmax_ev_per_a": 4.21,
  "symbols": ["N", "C", "C", "O", "H", "H", "H", "H", "H"],
  "positions_angstrom": [[-1.3987, -0.2330, -0.1262], [0.9145, 0.0802, 0.5215], [-0.3288, 0.5764, 0.2490], [1.2720, -1.0716, -0.1500], [2.2296, -1.1477, -0.1291], [-2.1617, 0.2238, -0.6032], [-1.1139, -1.1189, -0.5196], [1.1947, 1.1603, 0.0810], [-0.6078, 1.5305, 0.6765]],
  "atomic_forces_ev_per_a": [[0.30, 0.54, -0.26], [-0.24, 3.61, -2.16], [-1.99, -2.42, 1.61], [0.11, -0.08, 0.09], [-0.08, -0.11, 0.18], [0.03, -0.17, 0.06], [-0.12, 0.08, -0.14], [1.89, -1.63, 0.87], [0.11, 0.17, -0.27]],
  "mulliken_charge": [-0.44, -0.33, -0.01, -0.46, 0.33, 0.23, 0.24, 0.11, 0.34]
}